1.
DFT (wB97M-V/def2-TZVPD) results for one molecule with the formula C3H7NOS in a non-equilibrium geometry.

The geometry in XYZ format:
```
13
Properties=species:S:1:pos:R:3:forces:R:3
S 2.5684 0.1593 -1.4950 0.45 -0.12 -0.44
O -0.3226 -0.0595 2.0406 -0.77 0.88 -1.02
N -2.2325 0.2020 0.8039 -0.70 -0.28 2.06
C -0.0913 0.1034 -0.3770 1.93 -0.84 1.33
C 1.3153 -0.6368 -0.3172 -0.75 2.35 0.42
C -0.8603 0.1793 0.9619 0.33 -1.96 -0.58
H -0.6178 -0.4835 -1.0430 -1.76 -0.88 -1.45
H 0.0933 1.0303 -0.8354 -0.11 1.43 -0.35
H -2.7259 -0.0817 1.6989 0.65 0.75 -1.80
H -2.7816 0.2350 -0.0643 0.96 -0.02 0.74
H 1.2829 -1.6918 -0.6534 0.12 0.77 0.19
H 2.7926 1.5666 -1.4486 -1.07 -1.63 0.91
H 1.5794 -0.5227 0.7286 0.71 -0.43 -0.01
```
Positions in Å, forces in eV/Å.

## Properties
Gap between HOMO and LUMO (eV): 9.80
ΔE to the lowest compared entry with this formula, charge and spin (kcal/mol): 28.19
Structure (SMILES): NC(=O)CCS
LUMO (eV): 0.767


2.
DFT (wB97M-V/def2-TZVPD) results for C3H7NOS as an isolated structure in a non-equilibrium geometry.

The geometry in XYZ format:
```
13
Properties=species:S:1:pos:R:3:forces:R:3
S 0.2649 1.2909 -0.3915 -0.74 1.69 -0.04
O -1.1722 -0.5377 0.6367 3.73 -1.44 -1.04
N 0.8433 -2.5944 -0.2656 2.01 -2.07 4.02
C 1.2012 -1.1674 -0.1956 -0.55 -1.10 -0.02
C -1.2553 2.0084 0.3612 -0.50 0.40 1.77
C -0.0316 -0.3344 0.1489 -2.91 1.27 0.75
H -1.3316 3.1401 0.3785 0.99 -1.28 0.01
H 2.0555 -0.8360 0.5525 -1.57 -1.03 -1.88
H -0.1458 -2.6573 -0.6044 1.14 -0.48 1.35
H -1.2019 1.5673 1.4612 -0.65 1.23 -2.38
H -2.2099 1.7442 -0.1574 1.03 -0.49 0.47
H 1.1947 -3.1931 0.8194 -2.41 2.43 -4.57
H 1.3897 -0.9971 -1.3064 0.43 0.85 1.56
```
Positions in Å, forces in eV/Å.

## Properties
Gap between HOMO and LUMO (eV): 9.86
ΔE to the lowest compared entry with this formula, charge and spin (kcal/mol): 68.84
LUMO (eV): 0.642